C27H37N3O7S in the gas phase. Source: the OMol25 dataset; level of theory: ωB97M-V with the def2-TZVPD basis set.

Computed properties:
- ΔE to the lowest compared entry with this formula, charge and spin (kJ/mol) = 6.34
- F_max (eV/A) = 0.86
- LUMO level (eV) = 0.389
- SMILES = CCCCCCCCOC(=O)[C@@H](NC(=O)CCC(=O)Nc1ccc(S(N)(=O)=O)cc1)[C@@H](O)c1ccccc1
- orbital gap (Eh) = 0.3367
- highest occupied orbital energy (Ha) = -0.3224

Structure (ORCA input):
```
! RIJCOSX wB97M-V def2-TZVPD def2/J DEFGRID3
* xyz 0 1
C 0.237 0.503 -4.689
C 0.689 1.055 -3.341
C 1.597 2.279 -3.472
C 0.898 3.544 -3.973
C -0.133 4.140 -3.012
C 0.478 4.674 -1.707
C 0.312 3.717 -0.525
C -1.119 3.723 0.016
O -1.411 2.488 0.680
C -1.805 1.490 -0.087
O -2.100 1.571 -1.253
C -1.851 0.177 0.681
N -2.497 -0.803 -0.156
C -3.032 -1.938 0.319
O -3.012 -2.232 1.504
C -3.678 -2.830 -0.736
C -3.491 -4.322 -0.408
C -1.995 -4.580 -0.409
O -1.375 -4.831 -1.416
N -1.425 -4.420 0.830
C -0.151 -3.930 1.090
C 0.142 -3.552 2.405
C 1.282 -2.824 2.681
C 2.129 -2.488 1.643
S 3.363 -1.245 1.876
N 4.772 -1.986 1.337
O 3.499 -0.914 3.264
O 3.077 -0.186 0.939
C 1.908 -2.943 0.356
C 0.782 -3.691 0.077
C -0.383 -0.221 1.023
O 0.443 0.229 -0.022
C 0.005 0.296 2.388
C 0.921 1.322 2.551
C 1.279 1.737 3.823
C 0.719 1.137 4.935
C -0.212 0.124 4.776
C -0.568 -0.296 3.509
H 1.096 0.277 -5.319
H -0.334 -0.411 -4.549
H -0.394 1.217 -5.212
H -0.188 1.297 -2.741
H 1.237 0.278 -2.804
H 2.404 2.037 -4.170
H 2.060 2.483 -2.505
H 0.402 3.325 -4.920
H 1.661 4.302 -4.178
H -0.635 4.958 -3.534
H -0.890 3.389 -2.786
H 0.018 5.629 -1.444
H 1.542 4.861 -1.861
H 0.999 3.991 0.278
H 0.548 2.699 -0.836
H -1.267 4.500 0.768
H -1.836 3.859 -0.800
H -2.412 0.287 1.614
H -2.500 -0.572 -1.141
H -3.254 -2.615 -1.717
H -4.745 -2.599 -0.760
H -3.965 -4.924 -1.182
H -3.937 -4.546 0.561
H -2.077 -4.243 1.587
H -0.565 -3.772 3.190
H 1.501 -2.463 3.672
H 5.373 -2.243 2.104
H 5.260 -1.421 0.661
H 2.602 -2.673 -0.423
H 0.579 -4.029 -0.925
H -0.369 -1.322 1.060
H 1.376 0.121 0.243
H 1.361 1.792 1.687
H 2.001 2.530 3.942
H 1.006 1.457 5.926
H -0.657 -0.344 5.642
H -1.294 -1.086 3.376
*
```

---

A molecular structure, C27H38AlBrClN3O6. Source: the OMol25 dataset; level of theory: ωB97M-V with the def2-TZVPD basis set.

Computed properties:
- F_max (eV/A) = 2.28
- LUMO level (eV) = 0.278
- orbital gap (Eh) = 0.2789
- highest occupied orbital energy (Ha) = -0.2687

Structure (ORCA input):
```
! RIJCOSX wB97M-V def2-TZVPD def2/J DEFGRID3
* xyz 0 1
O 0.154 -0.552 -1.445
C -0.460 -0.519 -2.675
C -0.146 0.812 -3.400
C 0.487 1.873 -2.740
H 0.779 1.739 -1.695
C 0.710 3.089 -3.405
H 1.209 3.896 -2.861
C 0.262 3.267 -4.721
H 0.400 4.235 -5.220
C -0.385 2.210 -5.379
H -0.753 2.350 -6.399
C -0.571 0.987 -4.725
H -1.072 0.153 -5.224
H -0.073 -1.317 -3.344
C -2.365 -2.195 -2.333
C -1.969 -0.782 -2.587
H -3.441 -2.345 -2.458
H -2.097 -2.432 -1.292
H -1.838 -2.872 -3.014
C -2.783 0.289 -2.400
C -4.173 0.238 -1.868
H -2.375 1.294 -2.535
H -4.851 0.661 -2.616
H -4.218 0.877 -0.978
H -4.512 -0.767 -1.602
Al -0.109 -0.867 0.337
Cl -2.336 -0.604 0.411
C -1.011 -0.630 2.937
O -0.296 -1.381 2.226
N -1.216 -0.726 4.241
C -0.706 -1.874 4.961
C -1.964 0.293 4.983
H -1.578 0.194 2.462
H -0.143 -2.470 4.246
H -1.552 -2.440 5.360
H -0.066 -1.515 5.768
H -2.154 1.152 4.329
H -1.369 0.617 5.844
H -2.926 -0.113 5.323
H 4.794 1.026 -1.856
H 4.766 1.364 0.701
C 3.704 0.963 -1.766
C 3.683 1.196 0.696
N 3.342 0.404 -0.477
H 3.305 0.313 -2.550
C 2.726 -0.779 -0.430
O 1.913 -1.134 0.463
H 3.363 0.700 1.614
H 2.947 -1.439 -1.294
H 3.278 1.969 -1.872
H 3.192 2.175 0.617
H -0.115 -6.135 0.705
H 1.998 -6.312 -0.889
C -0.537 -5.591 -0.144
C 1.502 -5.601 -1.559
N 0.508 -4.837 -0.819
H -1.335 -4.932 0.197
C 0.647 -3.518 -0.683
O -0.096 -2.821 0.076
H 2.236 -4.907 -1.975
H 1.447 -3.065 -1.296
H -0.932 -6.314 -0.857
H 1.017 -6.156 -2.369
Br -1.362 3.514 0.208
C -0.446 3.803 1.832
C -0.633 5.002 2.547
C 0.034 5.245 3.757
C 0.919 4.286 4.253
C 1.129 3.117 3.538
C 0.444 2.827 2.349
C 0.692 1.413 1.850
O 1.327 0.690 2.653
O 0.222 0.997 0.712
H -1.310 5.763 2.157
H -0.137 6.171 4.307
H 1.464 4.426 5.188
H 1.814 2.352 3.903
*
```

---

19 unconnected molecules or ions with the total composition C27H38BBrCl54N3O4S. Source: the OMol25 dataset; level of theory: ωB97M-V with the def2-TZVPD basis set.

Computed properties:
- F_max (eV/A) = 2.20
- LUMO level (eV) = -3.074
- orbital gap (Eh) = 0.3195
- highest occupied orbital energy (Ha) = -0.4325

Structure (ORCA input):
```
! RIJCOSX wB97M-V def2-TZVPD def2/J DEFGRID3
* xyz 1 1
C 2.690 -3.378 1.416
O 1.259 -3.394 1.186
B 0.910 -3.270 -0.105
O 0.349 -4.311 -0.760
N 1.065 -1.963 -0.829
C 0.031 -1.311 -1.261
N 0.141 -0.157 -1.900
C -0.789 0.883 -1.399
C -2.189 0.372 -1.182
C -2.208 -0.978 -0.482
C -3.589 -1.580 -0.399
C -3.637 -2.805 0.530
C -4.901 -2.859 1.371
Br -6.280 -3.834 0.388
N -1.175 -1.917 -0.993
C -1.583 -2.848 -2.050
S -2.207 -2.189 -3.617
O -2.640 -3.339 -4.340
O -1.148 -1.480 -4.253
H 3.084 -4.382 1.445
H 2.855 -2.910 2.369
H 3.192 -2.794 0.649
H 0.942 -5.070 -0.784
H 1.998 -1.612 -0.983
H 1.073 0.213 -1.765
H -0.811 1.708 -2.092
H -0.424 1.290 -0.461
H -2.788 0.362 -2.084
H -2.693 1.059 -0.518
H -1.940 -0.760 0.547
H -4.201 -0.823 0.073
H -4.026 -1.804 -1.363
H -2.750 -2.892 1.146
H -3.665 -3.688 -0.094
H -4.706 -3.460 2.239
H -5.309 -1.896 1.628
H -0.699 -3.388 -2.357
H -2.260 -3.599 -1.678
H -3.309 -1.423 -3.404
C -3.345 -6.382 1.359
Cl -4.216 -6.880 -0.088
Cl -1.874 -5.504 0.924
Cl -4.374 -5.398 2.403
H -3.060 -7.266 1.908
C 10.284 -0.490 3.445
Cl 8.578 -0.056 3.247
Cl 10.884 0.039 5.006
Cl 10.515 -2.230 3.238
H 10.849 0.017 2.675
C 1.549 2.889 2.039
Cl 0.781 4.316 1.376
Cl 0.765 2.399 3.533
Cl 1.508 1.567 0.843
H 2.580 3.122 2.262
C -0.863 -8.913 3.696
Cl 0.877 -8.809 3.437
Cl -1.521 -7.340 4.159
Cl -1.671 -9.533 2.253
H -1.043 -9.606 4.506
C 1.520 7.980 0.048
Cl 1.639 8.432 1.752
Cl 2.701 6.727 -0.331
Cl -0.115 7.441 -0.337
H 1.744 8.850 -0.555
C -3.912 -6.031 -5.108
Cl -5.010 -5.680 -6.437
Cl -4.679 -5.688 -3.556
Cl -3.364 -7.714 -5.164
H -3.047 -5.391 -5.204
C -6.660 -9.376 -5.671
Cl -7.056 -9.780 -7.339
Cl -7.883 -8.312 -4.972
Cl -6.469 -10.835 -4.696
H -5.718 -8.847 -5.672
C 4.200 6.386 3.759
Cl 3.997 7.473 5.129
Cl 5.870 5.843 3.653
Cl 3.046 5.044 3.874
H 3.968 6.936 2.856
C 8.668 8.823 3.160
Cl 7.478 8.699 1.862
Cl 7.864 9.244 4.669
Cl 9.575 7.320 3.339
H 9.363 9.610 2.904
C 8.744 8.368 8.748
Cl 7.305 7.884 7.843
Cl 9.227 7.095 9.868
Cl 10.074 8.773 7.670
H 8.491 9.251 9.320
C -1.713 10.323 2.102
Cl -2.519 9.381 0.847
Cl -0.513 11.404 1.389
Cl -2.884 11.236 3.050
H -1.203 9.637 2.764
C -9.510 -1.953 0.859
Cl -10.311 -2.741 -0.502
Cl -8.217 -0.898 0.286
Cl -10.668 -1.052 1.831
H -9.068 -2.721 1.479
C -13.484 -3.404 -2.220
Cl -14.199 -1.902 -2.803
Cl -14.310 -3.974 -0.771
Cl -13.498 -4.638 -3.480
H -12.455 -3.204 -1.959
C 9.079 2.316 8.013
Cl 10.760 1.803 7.822
Cl 9.022 4.029 8.403
Cl 8.136 1.980 6.557
H 8.647 1.757 8.831
C -5.028 -7.714 -10.103
Cl -6.454 -6.680 -9.984
Cl -4.088 -7.647 -8.610
Cl -5.492 -9.375 -10.463
H -4.412 -7.347 -10.910
C -2.365 -6.284 -13.359
Cl -2.703 -6.590 -15.058
Cl -3.629 -5.281 -12.639
Cl -2.189 -7.801 -12.472
H -1.430 -5.745 -13.291
C 11.211 12.676 9.021
Cl 9.800 12.195 8.076
Cl 11.680 11.392 10.136
Cl 12.552 13.107 7.963
H 10.946 13.548 9.603
C 2.589 6.195 -4.465
Cl 2.836 4.536 -3.901
Cl 1.509 7.062 -3.376
Cl 4.130 7.033 -4.621
H 2.126 6.153 -5.441
*
```

---

A molecular structure, C27H38Cl2N3O6V. Source: the OMol25 dataset; level of theory: ωB97M-V with the def2-TZVPD basis set.

Computed properties:
- F_max (eV/A) = 4.74
- LUMO level (spin up / spin down) (eV) = 0.106 / 0.108
- expectation value of S² = 2.024
- orbital gap (spin up / spin down) (Eh) = 0.2317 / 0.2296
- highest occupied orbital energy (spin up / spin down) (Ha) = -0.2278 / -0.2257

Structure (ORCA input):
```
! RIJCOSX wB97M-V def2-TZVPD def2/J DEFGRID3
* xyz 0 3
O -3.346 -0.837 -2.272
C -2.589 -1.806 -2.342
C -2.497 -3.017 -1.503
C -2.216 -2.977 -0.122
H -1.867 -2.034 0.327
C -2.431 -4.137 0.640
H -2.261 -4.104 1.725
C -2.890 -5.307 0.012
H -3.258 -6.142 0.620
C -2.876 -5.408 -1.388
H -3.127 -6.365 -1.877
C -2.577 -4.276 -2.146
H -2.475 -4.354 -3.235
H -1.745 -1.810 -3.042
C 1.496 -0.974 -3.388
C 1.871 -1.085 -1.925
H 1.493 -1.957 -3.880
H 2.133 -0.287 -3.924
H 0.449 -0.630 -3.538
C 1.931 -2.282 -1.270
C 2.796 -3.464 -1.651
H 1.278 -2.518 -0.412
H 2.161 -4.324 -1.910
H 3.413 -3.790 -0.799
H 3.486 -3.252 -2.496
V 1.271 0.392 -0.790
Cl 3.608 0.118 -0.732
C 2.649 2.166 1.084
O 1.888 2.264 0.089
N 3.062 3.214 1.808
C 2.754 4.552 1.367
C 4.049 2.998 2.852
H 3.062 1.216 1.448
H 1.801 4.550 0.831
H 3.550 4.942 0.720
H 2.697 5.189 2.246
H 3.848 2.051 3.381
H 3.987 3.832 3.554
H 5.062 2.948 2.419
H -5.234 0.177 0.860
H -3.931 2.048 2.096
C -4.270 -0.303 0.620
C -3.088 1.343 1.964
N -3.201 0.670 0.679
H -4.323 -0.774 -0.357
C -2.609 1.170 -0.446
O -1.465 1.646 -0.492
H -2.125 1.850 2.080
H -3.194 1.099 -1.381
H -4.098 -1.097 1.363
H -3.192 0.613 2.781
H 1.207 4.312 -4.278
H -1.488 4.152 -4.626
C 1.173 3.221 -4.384
C -1.307 3.073 -4.696
N -0.127 2.714 -3.935
H 1.997 2.778 -3.816
C -0.248 1.799 -2.971
O 0.773 1.413 -2.322
H -2.152 2.526 -4.275
H -1.222 1.362 -2.745
H 1.303 3.002 -5.452
H -1.174 2.805 -5.752
Cl 1.721 -1.416 7.553
C 1.267 -0.936 5.975
C 0.822 0.371 5.748
C 0.530 0.784 4.444
C 0.717 -0.080 3.348
C 1.095 -1.406 3.591
C 1.383 -1.826 4.899
C 0.423 0.442 1.953
O 0.063 1.624 1.861
O 0.597 -0.353 0.902
H 0.726 1.062 6.588
H 0.140 1.783 4.281
H 1.146 -2.107 2.762
H 1.723 -2.841 5.099
*
```

---

3 unconnected molecules or ions with the total composition C27H38F2I2O6. Source: the OMol25 dataset; level of theory: ωB97M-V with the def2-TZVPD basis set.

Computed properties:
- F_max (eV/A) = 0.46
- LUMO level (eV) = -1.251
- SMILES = C[C@H](I)[C@H](I)C1=CC(=O)c2cc(CCCCOC=O)c(CCCF)c(F)c2C1=O.CC(C)O.CC(C)O
- orbital gap (Eh) = 0.2909
- highest occupied orbital energy (Ha) = -0.3369

Structure (ORCA input):
```
! RIJCOSX wB97M-V def2-TZVPD def2/J DEFGRID3
* xyz 0 1
C 2.043 2.752 0.715
C 1.171 1.704 1.397
I 0.694 2.240 3.408
C 1.707 0.257 1.344
I 3.792 0.101 1.747
C 1.287 -0.357 0.041
C 2.020 -0.513 -1.065
C 1.409 -1.116 -2.278
O 2.040 -1.767 -3.074
C -0.052 -0.865 -2.441
C -0.636 -0.762 -3.691
C -1.993 -0.466 -3.826
C -2.563 -0.284 -5.210
C -3.021 1.150 -5.556
C -1.948 2.032 -6.197
C -0.721 2.203 -5.323
O 0.011 3.350 -5.796
C 1.350 3.257 -5.633
O 2.131 3.520 -6.490
C -2.801 -0.330 -2.684
C -4.285 -0.078 -2.761
C -4.805 1.086 -1.877
C -5.950 1.869 -2.499
F -7.163 1.528 -1.906
C -2.186 -0.465 -1.439
F -2.943 -0.366 -0.343
C -0.829 -0.713 -1.292
C -0.151 -0.819 0.031
O -0.679 -1.246 1.026
H 2.613 2.291 -0.095
H 2.745 3.201 1.414
H 1.422 3.528 0.270
H 0.212 1.686 0.877
H 1.240 -0.329 2.127
H 3.063 -0.228 -1.106
H -0.024 -0.901 -4.574
H -3.401 -0.969 -5.352
H -1.813 -0.574 -5.949
H -3.410 1.666 -4.675
H -3.842 1.080 -6.272
H -2.363 3.026 -6.374
H -1.665 1.617 -7.166
H -0.085 1.319 -5.386
H -1.008 2.334 -4.275
H 1.673 2.964 -4.621
H -4.796 -0.998 -2.463
H -4.582 0.110 -3.788
H -3.974 1.751 -1.633
H -5.135 0.672 -0.926
H -5.806 2.942 -2.372
H -6.044 1.650 -3.565
C 0.852 -4.425 2.969
C 1.746 -3.501 3.781
C 1.574 -3.722 5.275
O 1.484 -2.139 3.431
H -0.199 -4.233 3.200
H 0.994 -4.254 1.902
H 1.066 -5.472 3.187
H 2.788 -3.668 3.505
H 0.543 -3.513 5.572
H 2.226 -3.058 5.840
H 1.807 -4.752 5.550
H 0.560 -1.954 3.640
C 4.694 -0.606 6.396
C 3.692 0.525 6.583
C 2.523 0.103 7.461
O 3.225 0.988 5.320
H 4.215 -1.453 5.897
H 5.524 -0.279 5.768
H 5.093 -0.949 7.352
H 4.193 1.382 7.037
H 1.982 -0.723 6.996
H 1.823 0.930 7.586
H 2.861 -0.219 8.448
H 2.779 0.251 4.880
*
```